16
Properties=species:S:1:pos:R:3:forces:R:3 method="wB97M-V/def2-TZVPD" smiles="Cl[C@]12C=NC=[NH+][C@@]1(Br)NC=N2" homo_energy_ev=-14.3 homo_lumo_gap_ev=8.2 de_lowest_kj_mol=1.75 charge=+1
Cl -1.7490 2.0245 0.2237 1.8 -1.3 0.1
C -0.2489 0.8816 0.4096 -0.2 0.8 1.0
C 0.8995 1.4528 -0.3884 -3.1 -0.3 -0.7
N 0.9416 1.2074 -1.6151 0.6 -1.0 -1.8
C 0.3195 0.1131 -2.1584 0.9 -0.3 2.5
N 0.0125 -0.8964 -1.3623 1.1 4.4 1.6
C -0.4903 -0.6173 0.0986 -0.7 -0.9 -1.7
Br -2.3649 -1.1928 -0.2768 0.3 0.2 0.7
N 0.0898 -1.3092 1.2151 0.1 1.3 0.0
C 0.3597 -0.2864 2.1901 -0.7 -0.5 -1.3
N 0.2399 0.8946 1.7391 -0.3 0.2 1.6
H 1.5368 2.1505 0.0440 1.2 1.0 1.0
H 0.3054 0.0831 -3.2183 -0.3 -0.4 -0.8
H -0.1146 -1.7787 -1.6769 -0.8 -3.3 -1.5
H -0.3120 -2.1763 1.5488 0.0 0.0 -0.3
H 0.5752 -0.5505 3.2272 0.3 0.0 -0.4